[1]
This record from the OMol25 dataset describes C46H51IrN5O2P2S as an isolated structure in a non-equilibrium geometry. The level of theory is wB97M-V/def2-TZVPD.

Last column: Mulliken charge in e.
CARTESIAN COORDINATES (ANGSTROEM)
Ir: -0.8497 -0.4433 -0.1703  2.985
O: -4.9127 -3.3084 4.9055  -0.506
C: -4.2442 -4.1579 4.0161  -0.580
C: -3.3821 -3.3585 3.0884  0.080
C: -2.5565 -3.9642 2.1389  -1.237
C: -1.7803 -3.1633 1.3235  -0.331
N: -1.7752 -1.8358 1.4040  -0.284
C: -2.5664 -1.2277 2.3048  0.650
C: -3.3790 -1.9686 3.1535  -0.711
C: -2.5851 0.2458 2.3173  0.696
C: -3.1706 0.9707 3.3550  -0.750
C: -3.2178 2.3564 3.2921  0.716
C: -3.7338 3.1835 4.4402  -1.184
O: -2.6020 3.6171 5.1606  -0.530
C: -2.7201 2.9728 2.1467  -0.948
C: -2.1439 2.1952 1.1595  -0.513
N: -2.0446 0.8744 1.2616  -0.323
H: -5.4364 -3.8321 5.5236  0.341
H: -4.9586 -4.7438 3.4144  0.360
H: -3.6067 -4.8777 4.5517  0.394
H: -2.5081 -5.0354 2.0305  0.522
H: -1.1296 -3.6035 0.5766  0.540
H: -4.0273 -1.4882 3.8662  0.606
H: -3.5806 0.4640 4.2142  0.469
H: -4.4001 2.5867 5.0758  0.364
H: -4.2908 4.0417 4.0447  0.400
H: -2.8764 4.2587 5.8253  0.363
H: -2.7827 4.0420 2.0287  0.502
H: -1.7603 2.6351 0.2463  0.751
C: 6.3349 4.8399 1.0522  -0.830
S: 4.6540 4.9095 0.4195  -0.007
C: 3.9545 3.3011 0.9344  -0.667
C: 2.4663 3.3181 0.6009  -1.215
C: 1.7254 2.0103 0.8994  -0.358
N: 2.0839 0.8537 0.0446  0.862
P: 1.1432 0.8449 -1.4566  0.534
C: 1.9698 2.1650 -2.4052  0.477
C: 1.2271 2.9904 -3.2408  -0.636
C: 1.8672 3.9566 -4.0000  -0.816
C: 3.2447 4.0922 -3.9331  -0.738
C: 3.9895 3.2651 -3.1039  -1.222
C: 3.3558 2.3116 -2.3314  -0.368
C: 1.6790 -0.6516 -2.3778  1.082
C: 2.8592 -0.7372 -3.1095  -0.649
C: 3.1493 -1.8777 -3.8383  -0.879
C: 2.2515 -2.9318 -3.8858  -0.673
C: 1.0598 -2.8496 -3.1808  -1.260
C: 0.7846 -1.7195 -2.4380  -0.199
P: 1.5534 -0.6318 0.7946  -0.745
C: 2.6990 -1.8627 0.1000  1.893
C: 3.9700 -1.5177 -0.3489  -0.375
C: 4.8385 -2.5053 -0.7706  -0.942
C: 4.4398 -3.8327 -0.7643  -0.810
C: 3.1729 -4.1791 -0.3207  -0.699
C: 2.3044 -3.1973 0.1158  -0.709
C: 2.2599 -0.5070 2.4740  0.913
C: 3.5729 -0.0537 2.6002  -0.094
C: 4.1666 -0.0007 3.8447  -0.974
C: 3.4615 -0.4112 4.9664  -0.752
C: 2.1603 -0.8697 4.8423  -0.690
C: 1.5525 -0.9145 3.5966  -0.472
H: 6.7811 5.8102 0.8525  0.367
H: 6.9028 4.0684 0.5381  0.264
H: 6.3364 4.6540 2.1227  0.271
H: 4.1215 3.1711 2.0044  0.565
H: 4.4802 2.5189 0.3888  0.072
H: 2.3367 3.5977 -0.4442  0.292
H: 1.9977 4.0979 1.2058  0.673
H: 0.6483 2.2178 0.8234  -0.485
H: 1.9312 1.7319 1.9372  0.734
H: 0.1535 2.8740 -3.2914  0.486
H: 1.2950 4.6032 -4.6467  0.468
H: 3.7435 4.8470 -4.5190  0.460
H: 5.0646 3.3592 -3.0692  0.507
H: 3.9205 1.6799 -1.6614  0.541
H: 3.5532 0.0858 -3.1296  0.485
H: 4.0775 -1.9324 -4.3841  0.505
H: 2.4793 -3.8111 -4.4686  0.487
H: 0.3539 -3.6641 -3.2251  0.530
H: -0.1628 -1.6575 -1.8823  0.549
H: 4.2697 -0.4801 -0.3656  0.134
H: 5.8294 -2.2404 -1.1046  0.511
H: 5.1145 -4.5965 -1.1128  0.449
H: 2.8695 -5.2131 -0.3170  0.511
H: 1.3170 -3.4561 0.4749  0.376
H: 4.1206 0.2533 1.7228  0.380
H: 5.1830 0.3512 3.9417  0.505
H: 3.9286 -0.3705 5.9377  0.445
H: 1.6219 -1.1931 5.7191  0.482
H: 0.5357 -1.2679 3.4964  0.388
N: -2.3587 -0.4174 -1.6827  -0.613
C: -3.3003 -0.3506 -2.3640  0.604
N: -4.2903 -0.2937 -3.1606  0.056
C: -5.5839 0.2583 -2.7855  -0.660
C: -6.6872 -0.7818 -2.9959  -0.562
C: -6.6177 -1.3830 -4.3988  -0.683
C: -5.2270 -1.9433 -4.6810  -0.540
C: -4.1796 -0.8459 -4.5060  -0.741
H: -5.7764 1.1261 -3.4253  0.312
H: -5.5437 0.5786 -1.7413  0.389
H: -7.6511 -0.2932 -2.8466  0.346
H: -6.5914 -1.5749 -2.2523  0.293
H: -6.8651 -0.6211 -5.1398  0.330
H: -7.3517 -2.1859 -4.4801  0.313
H: -5.1692 -2.3275 -5.6991  0.357
H: -5.0099 -2.7610 -3.9910  0.277
H: -4.3634 -0.0347 -5.2185  0.311
H: -3.1673 -1.2313 -4.6508  0.439

As for the spin multiplicity: 1. The calculation puts the energy above the lowest of the compared OMol25 structures with the same formula, charge and spin at 4.8473 eV. The LUMO energy is -10.1 eV. The value obtained for the HOMO energy is -13.847 eV. Its charge is +3. The total energy comes out at -92302.9759 eV. The frontier orbital gap comes out at 3.7 eV.

---

[2]
This record from the OMol25 dataset describes C4H4InO5 as an isolated structure in a non-equilibrium geometry. The level of theory is wB97M-V/def2-TZVPD.

Last column: Mulliken charge in e.
CARTESIAN COORDINATES (ANGSTROEM)
O: -2.8020 -1.6404 -0.1620  -0.298
C: -1.6805 -1.6746 0.3656  0.767
O: -0.9988 -2.6932 0.6642  -0.440
O: -0.9040 -0.5413 0.2592  -0.326
C: 0.1068 -0.4262 -0.7880  -0.144
H: -0.1844 -1.0366 -1.6564  0.535
C: 0.1053 1.0284 -1.2326  -1.001
H: -0.9166 1.3754 -1.4669  0.330
H: 0.5362 1.6919 -0.4668  0.221
H: 0.7501 1.1341 -2.1187  0.380
C: 1.4329 1.3237 2.1138  0.900
O: 2.1354 0.4707 1.7343  -0.508
O: 0.7503 2.1573 2.5154  -0.235
In: 1.6694 -1.1689 0.2390  0.818

As for the spin multiplicity: 1. The calculation puts the energy above the lowest of the compared OMol25 structures with the same formula, charge and spin at 1.1606 eV. The LUMO energy (alpha / beta) is -7.1 / -7.8 eV. The value obtained for the HOMO energy (alpha / beta) is -15.590 / -13.659 eV. Its charge is +1. The total energy comes out at -19613.0624 eV. The frontier orbital gap (alpha / beta) comes out at 8.5 / 5.9 eV.

---

[3]
This record from the OMol25 dataset describes an isolated ion of composition C2H4N3O and charge +1 in a non-equilibrium geometry. The level of theory is wB97M-V/def2-TZVPD.

Last column: Mulliken charge in e.
CARTESIAN COORDINATES (ANGSTROEM)
C: 0.7784 0.9616 -0.8569  0.221
C: -0.3562 -0.6455 0.6543  -0.187
N: 0.0669 0.7810 -1.8321  -0.214
N: 0.7968 0.2252 0.3324  -0.205
N: -1.2436 -0.7847 -0.3431  0.225
O: -2.2693 -1.2830 -0.5784  -0.213
H: 1.6210 1.7324 -0.7528  0.361
H: 0.0485 -1.6351 0.9628  0.365
H: -0.8190 -0.0505 1.4335  0.394
H: 1.3765 0.6986 0.9802  0.253

As for the spin multiplicity: 1. The calculation puts the energy above the lowest of the compared OMol25 structures with the same formula, charge and spin at 6.7966 eV. The LUMO energy (alpha / beta) is -7.9 / -7.9 eV. The value obtained for the HOMO energy (alpha / beta) is -15.172 / -15.145 eV. Its charge is +1. The total energy comes out at -8642.1180 eV. The frontier orbital gap (alpha / beta) comes out at 7.3 / 7.2 eV.